(1)
C53H64BrClN5O | ωB97M-V with the def2-TZVPD basis set

CARTESIAN COORDINATES (ANGSTROEM)
C (-2.488, 0.855, -4.108)
C (-1.485, 0.890, -2.940)
O (-0.277, 1.533, -3.330)
C (-1.225, -0.536, -2.384)
N (0.194, -0.812, -2.135)
C (0.880, -1.768, -2.852)
C (2.151, -1.731, -2.430)
Cl (3.441, -2.689, -2.938)
N (2.244, -0.755, -1.461)
C (3.454, -0.369, -0.730)
C (4.604, 0.243, -1.575)
C (4.262, 0.662, -3.005)
Br (6.147, -0.933, -1.515)
C (1.023, -0.220, -1.279)
C (0.651, 0.828, -0.301)
C (-0.369, 0.364, 0.826)
N (-0.395, -1.056, 1.073)
N (-0.009, 0.985, 2.102)
N (-1.698, 0.794, 0.457)
H (-1.956, 1.072, -5.033)
H (-3.225, 1.642, -3.963)
H (-2.998, -0.102, -4.202)
H (-1.893, 1.519, -2.154)
H (0.164, 1.005, -4.005)
H (-1.814, -0.722, -1.488)
H (-1.528, -1.258, -3.140)
H (0.433, -2.386, -3.610)
H (3.816, -1.256, -0.212)
H (3.164, 0.354, 0.022)
H (4.932, 1.127, -1.034)
H (4.758, 1.605, -3.232)
H (3.194, 0.818, -3.153)
H (4.647, -0.056, -3.726)
H (0.223, 1.657, -0.871)
H (1.517, 1.231, 0.208)
H (-0.687, -1.607, 0.279)
H (0.463, -1.407, 1.475)
H (0.969, 0.873, 2.338)
H (-0.276, 1.961, 2.099)
H (-2.264, 0.810, 1.301)
H (-1.669, 1.756, 0.134)
C (-8.112, 0.460, -5.520)
C (-7.733, -0.196, -6.683)
C (-6.564, -0.943, -6.711)
C (-5.776, -1.037, -5.572)
C (-6.157, -0.382, -4.409)
C (-7.323, 0.370, -4.382)
H (-9.022, 1.045, -5.500)
H (-8.351, -0.126, -7.569)
H (-6.268, -1.452, -7.619)
H (-4.866, -1.625, -5.594)
H (-5.545, -0.458, -3.518)
H (-7.617, 0.884, -3.477)
C (5.698, -2.031, 4.167)
C (5.648, -1.555, 2.864)
C (5.927, -2.404, 1.800)
C (6.250, -3.732, 2.042)
C (6.301, -4.210, 3.343)
C (6.027, -3.359, 4.406)
H (5.487, -1.369, 4.996)
H (5.396, -0.517, 2.679)
H (5.891, -2.026, 0.784)
H (6.467, -4.397, 1.214)
H (6.555, -5.245, 3.530)
H (6.071, -3.730, 5.421)
C (-1.874, 5.655, 2.337)
C (-3.113, 6.065, 1.862)
C (-4.215, 5.228, 1.976)
C (-4.083, 3.982, 2.573)
C (-2.845, 3.572, 3.052)
C (-1.741, 4.407, 2.930)
H (-1.016, 6.308, 2.248)
H (-3.220, 7.039, 1.403)
H (-5.178, 5.549, 1.603)
H (-4.943, 3.332, 2.668)
H (-2.740, 2.602, 3.523)
H (-0.776, 4.085, 3.305)
C (-8.029, 5.063, -7.382)
C (-8.505, 3.763, -7.281)
C (-9.869, 3.517, -7.353)
C (-10.757, 4.569, -7.531)
C (-10.280, 5.868, -7.634)
C (-8.916, 6.115, -7.556)
H (-6.965, 5.255, -7.325)
H (-7.813, 2.941, -7.147)
H (-10.243, 2.503, -7.272)
H (-11.820, 4.376, -7.591)
H (-10.971, 6.688, -7.775)
H (-8.545, 7.129, -7.633)
C (1.084, -3.059, 4.567)
C (-0.152, -2.643, 4.088)
C (-1.257, -3.474, 4.204)
C (-1.128, -4.718, 4.805)
C (0.106, -5.133, 5.286)
C (1.214, -4.305, 5.165)
H (1.949, -2.412, 4.477)
H (-0.257, -1.669, 3.629)
H (-2.219, -3.151, 3.826)
H (-1.991, -5.365, 4.901)
H (0.205, -6.102, 5.757)
H (2.176, -4.631, 5.537)
C (9.620, -5.335, 1.015)
C (10.713, -5.904, 1.653)
C (11.196, -7.136, 1.236)
C (10.591, -7.796, 0.176)
C (9.499, -7.227, -0.465)
C (9.013, -5.997, -0.043)
H (9.242, -4.374, 1.342)
H (11.188, -5.386, 2.477)
H (12.046, -7.582, 1.736)
H (10.970, -8.755, -0.152)
H (9.029, -7.742, -1.293)
H (8.159, -5.555, -0.542)
C (0.215, 4.811, 7.658)
C (1.467, 4.347, 8.035)
C (1.919, 3.115, 7.581)
C (1.119, 2.350, 6.743)
C (-0.132, 2.815, 6.364)
C (-0.587, 4.044, 6.824)
H (-0.138, 5.769, 8.016)
H (2.092, 4.945, 8.686)
H (2.892, 2.751, 7.882)
H (1.470, 1.389, 6.389)
H (-0.756, 2.216, 5.711)
H (-1.565, 4.404, 6.531)

Results
Net charge = +1
Energy relative to the best compared isomer or geometry (same formula, charge and spin) = 0.000 eV
Energy = -148056.219 eV
Largest force on an atom = 0.7 eV/Å
Kohn-Sham gap = 8.157 eV

Results of the Mulliken charge analysis, in e, for atoms 1 through 99:
1 C -1.211
2 C 0.641
3 O -0.538
4 C -1.018
5 N 0.323
6 C -0.480
7 C 0.055
8 Cl -0.086
9 N 0.386
10 C -1.157
11 C -0.014
12 C -1.167
13 Br -0.134
14 C 0.627
15 C -1.796
16 C 0.264
17 N -0.311
18 N -0.420
19 N -0.409
20 H 0.335
21 H 0.378
22 H 0.202
23 H 0.091
24 H 0.356
25 H 0.114
26 H 0.586
27 H 0.513
28 H 0.699
29 H -0.012
30 H 0.572
31 H 0.379
32 H 0.183
33 H 0.384
34 H 0.728
35 H 0.548
36 H 0.252
37 H 0.223
38 H 0.257
39 H -0.032
40 H 0.306
41 H 0.300
42 C -0.249
43 C -0.402
44 C -0.428
45 C -0.404
46 C -0.207
47 C -0.619
48 H 0.381
49 H 0.379
50 H 0.377
51 H 0.338
52 H 0.452
53 H 0.378
54 C -0.485
55 C -0.424
56 C 0.736
57 C -0.643
58 C -0.526
59 C -0.509
60 H 0.440
61 H 0.438
62 H -0.343
63 H 0.521
64 H 0.439
65 H 0.419
66 C -0.698
67 C -0.360
68 C -0.433
69 C -0.584
70 C -0.257
71 C -0.176
72 H 0.388
73 H 0.389
74 H 0.388
75 H 0.401
76 H 0.454
77 H 0.508
78 C -0.550
79 C -0.062
80 C -0.224
81 C -0.485
82 C -0.398
83 C -0.338
84 H 0.354
85 H 0.301
86 H 0.330
87 H 0.363
88 H 0.359
89 H 0.359
90 C -0.521
91 C -0.254
92 C -0.625
93 C -0.358
94 C -0.450
95 C -0.399
96 H 0.457
97 H 0.612
98 H 0.384
99 H 0.362



(2)
C53H64ClGaN4O2 | ωB97M-V with the def2-TZVPD basis set

CARTESIAN COORDINATES (ANGSTROEM)
Ga (0.119, -0.313, -1.137)
C (0.098, -2.726, 3.735)
C (-0.751, -1.580, 4.180)
C (-1.491, -1.712, 5.345)
C (-2.223, -0.654, 5.852)
C (-2.163, 0.560, 5.203)
C (-1.432, 0.729, 4.033)
C (-1.378, 2.122, 3.484)
C (-0.752, -0.363, 3.478)
N (-0.134, -0.298, 2.178)
C (1.258, -0.068, 2.057)
C (1.922, -0.012, 3.420)
C (2.106, 0.101, 0.986)
C (3.559, 0.364, 1.349)
N (1.817, 0.111, -0.383)
C (2.836, 0.418, -1.332)
C (3.947, -0.431, -1.523)
C (3.952, -1.825, -0.976)
C (5.025, -0.011, -2.286)
C (5.029, 1.231, -2.895)
C (3.876, 1.987, -2.852)
C (2.761, 1.577, -2.129)
C (1.488, 2.347, -2.327)
H (-0.412, -3.667, 3.922)
H (1.033, -2.726, 4.297)
H (0.329, -2.648, 2.681)
H (-1.480, -2.660, 5.864)
H (-2.814, -0.763, 6.750)
H (-2.680, 1.419, 5.601)
H (-1.010, 2.803, 4.251)
H (-2.371, 2.473, 3.200)
H (-0.725, 2.180, 2.623)
H (1.189, -0.021, 4.217)
H (2.519, 0.885, 3.554)
H (2.582, -0.868, 3.560)
H (3.661, 1.251, 1.971)
H (4.169, 0.530, 0.470)
H (3.991, -0.469, 1.901)
H (3.257, -2.423, -1.568)
H (3.631, -1.860, 0.057)
H (4.941, -2.268, -1.061)
H (5.873, -0.672, -2.409)
H (5.902, 1.574, -3.428)
H (3.828, 2.922, -3.392)
H (1.688, 3.384, -2.593)
H (0.851, 2.323, -1.451)
H (0.950, 1.900, -3.171)
Cl (-0.895, -0.926, -8.355)
C (-0.424, -0.866, -6.690)
C (0.933, -0.985, -6.366)
C (1.337, -0.967, -5.055)
C (0.404, -0.817, -4.011)
O (0.822, -0.882, -2.781)
C (-0.965, -0.612, -4.360)
C (-1.897, -0.257, -3.362)
O (-1.626, 0.054, -2.179)
C (-1.364, -0.682, -5.712)
H (1.660, -1.099, -7.154)
H (2.379, -1.059, -4.781)
H (-2.953, -0.189, -3.669)
H (-2.409, -0.573, -5.956)
C (-2.301, 3.036, -2.706)
C (-3.062, 3.267, -1.400)
C (-3.912, 2.069, -0.997)
C (-2.073, 3.767, -0.364)
C (-2.266, 5.100, -0.016)
C (-1.336, 5.818, 0.701)
C (-0.148, 5.201, 1.021)
C (0.076, 3.856, 0.755)
C (1.437, 3.327, 1.160)
C (1.712, 3.500, 2.660)
C (2.546, 4.063, 0.396)
C (-0.924, 3.094, 0.107)
N (-0.732, 1.673, 0.028)
C (-1.485, 0.929, 0.743)
C (-1.166, -0.493, 1.130)
N (-0.830, -1.404, 0.079)
C (-1.154, -2.752, 0.399)
C (-2.495, -3.201, 0.496)
C (-2.781, -4.360, 1.204)
C (-1.782, -5.165, 1.712)
C (-0.484, -4.880, 1.353)
C (-0.155, -3.697, 0.697)
C (1.237, -3.570, 0.135)
C (2.343, -3.878, 1.148)
C (1.292, -4.564, -1.036)
C (-3.618, -2.712, -0.390)
C (-4.020, -1.254, -0.260)
C (-3.201, -3.074, -1.824)
H (-2.976, 2.672, -3.477)
H (-1.504, 2.315, -2.557)
H (-1.856, 3.969, -3.046)
H (-3.759, 4.095, -1.579)
H (-3.320, 1.168, -0.989)
H (-4.726, 1.937, -1.708)
H (-4.346, 2.224, -0.011)
H (-3.175, 5.593, -0.332)
H (-1.514, 6.849, 0.969)
H (0.622, 5.774, 1.512)
H (1.489, 2.266, 0.919)
H (1.456, 4.503, 2.990)
H (2.774, 3.348, 2.852)
H (1.156, 2.792, 3.264)
H (2.609, 5.104, 0.707)
H (2.379, 4.043, -0.673)
H (3.505, 3.589, 0.598)
H (-2.341, 1.348, 1.271)
H (-2.034, -0.885, 1.682)
H (-3.814, -4.660, 1.322)
H (-2.011, -6.044, 2.294)
H (0.295, -5.587, 1.599)
H (1.364, -2.558, -0.270)
H (2.098, -4.753, 1.745)
H (2.495, -3.042, 1.829)
H (3.278, -4.085, 0.631)
H (1.150, -5.576, -0.660)
H (2.250, -4.522, -1.552)
H (0.504, -4.343, -1.755)
H (-4.504, -3.312, -0.152)
H (-3.186, -0.629, -0.552)
H (-4.302, -1.030, 0.767)
H (-4.870, -1.040, -0.906)
H (-2.268, -2.581, -2.095)
H (-3.972, -2.788, -2.537)
H (-3.044, -4.149, -1.901)

Results
Net charge = 0
Energy = -130954.402 eV
Largest force on an atom = 1.3 eV/Å
Kohn-Sham gap = 5.409 eV

Results of the Mulliken charge analysis, in e, for atoms 1 through 99:
1 Ga -1.933
2 C -0.985
3 C 1.386
4 C -0.768
5 C -0.896
6 C -0.980
7 C 1.023
8 C -0.859
9 C -1.257
10 N 1.190
11 C 2.282
12 C -2.855
13 C 1.434
14 C -2.619
15 N 1.569
16 C -0.142
17 C 0.733
18 C -0.426
19 C -0.560
20 C -1.335
21 C -0.872
22 C 0.789
23 C -1.413
24 H 0.567
25 H 0.359
26 H -0.782
27 H 0.488
28 H 0.402
29 H 0.490
30 H 0.634
31 H 0.483
32 H -1.350
33 H 0.634
34 H 0.612
35 H 0.338
36 H 0.648
37 H 0.310
38 H 0.458
39 H -0.010
40 H -0.281
41 H 0.522
42 H 0.422
43 H 0.393
44 H 0.498
45 H 0.700
46 H -0.106
47 H 0.258
48 Cl -0.229
49 C 0.119
50 C -0.709
51 C -0.929
52 C -0.062
53 O 0.496
54 C 1.623
55 C -0.131
56 O -0.069
57 C -1.379
58 H 0.464
59 H 0.543
60 H 0.049
61 H 0.524
62 C -1.275
63 C 0.403
64 C -1.980
65 C 0.209
66 C -0.779
67 C -1.707
68 C -0.286
69 C 0.647
70 C 1.530
71 C -1.527
72 C -1.914
73 C -0.165
74 N 1.234
75 C -0.914
76 C -2.749
77 N 2.105
78 C 0.236
79 C 0.355
80 C -0.636
81 C -1.696
82 C 0.007
83 C -0.179
84 C 2.616
85 C -1.712
86 C -2.072
87 C 0.396
88 C -1.983
89 C -1.375
90 H 0.435
91 H -0.244
92 H 0.503
93 H 0.718
94 H 0.604
95 H 0.570
96 H 0.319
97 H 0.431
98 H 0.403
99 H 0.433



(3)
C53H65N2O7P | ωB97M-V with the def2-TZVPD basis set

CARTESIAN COORDINATES (ANGSTROEM)
C (10.007, -1.029, -0.220)
C (8.660, -1.869, -0.715)
C (7.388, -1.346, 0.201)
O (6.318, -0.701, -0.630)
C (5.765, 0.469, 0.069)
C (4.217, 0.863, -0.424)
P (4.069, 2.643, 0.328)
C (4.989, 3.810, -0.913)
O (4.998, 2.785, 1.807)
C (3.981, 0.660, -2.033)
C (3.073, 1.727, -2.882)
C (1.566, 1.997, -2.240)
O (0.654, 1.047, -2.449)
O (1.370, 3.280, -1.552)
C (0.660, 3.143, -0.275)
C (0.106, 4.557, 0.410)
O (0.450, 2.023, 0.418)
N (3.681, -0.825, -2.244)
C (2.662, -1.155, -1.175)
O (1.583, -1.929, -1.354)
C (3.212, -0.313, 0.120)
C (3.754, -1.443, 1.180)
C (2.514, -2.438, 1.689)
O (1.396, -1.799, 2.125)
N (2.575, -3.949, 1.708)
C (1.628, -4.513, 2.789)
C (2.060, -4.572, 0.421)
H (10.027, -0.865, 0.955)
H (10.042, 0.056, -0.712)
H (11.011, -1.617, -0.486)
H (8.887, -3.011, -0.498)
H (8.477, -1.791, -1.876)
H (6.970, -2.293, 0.771)
H (7.824, -0.564, 0.983)
H (5.863, 0.388, 1.238)
H (6.451, 1.394, -0.244)
H (5.576, 4.666, -0.370)
H (5.720, 3.111, -1.546)
H (4.240, 4.332, -1.681)
H (5.718, 3.487, 1.625)
H (5.082, 0.842, -2.454)
H (3.574, 2.767, -3.078)
H (2.882, 1.251, -3.958)
H (-0.110, 4.439, 1.564)
H (-0.762, 5.056, -0.195)
H (1.030, 5.310, 0.331)
H (4.504, -1.458, -2.354)
H (2.245, 0.139, 0.599)
H (4.267, -0.962, 2.135)
H (4.482, -2.154, 0.576)
H (1.640, -5.700, 2.707)
H (2.053, -4.177, 3.827)
H (0.502, -4.202, 2.607)
H (2.815, -4.392, -0.468)
H (1.050, -4.002, 0.143)
H (1.769, -5.706, 0.513)
C (-0.510, 9.318, 2.912)
C (0.756, 9.663, 2.439)
C (1.802, 8.744, 2.511)
C (1.584, 7.480, 3.060)
C (0.320, 7.139, 3.542)
C (-0.727, 8.057, 3.466)
H (-1.326, 10.032, 2.850)
H (0.927, 10.649, 2.013)
H (2.788, 9.012, 2.139)
H (2.398, 6.763, 3.114)
H (0.151, 6.156, 3.975)
H (-1.712, 7.790, 3.840)
C (-4.180, -1.319, 0.935)
C (-3.699, -1.850, 2.131)
C (-2.331, -2.059, 2.302)
C (-1.443, -1.741, 1.274)
C (-1.926, -1.218, 0.074)
C (-3.293, -1.006, -0.096)
H (-5.246, -1.150, 0.805)
H (-4.391, -2.100, 2.932)
H (-1.956, -2.469, 3.236)
H (-0.377, -1.901, 1.407)
H (-1.235, -0.976, -0.730)
H (-3.669, -0.597, -1.030)
C (-5.626, -5.209, 2.556)
C (-6.859, -5.800, 2.831)
C (-7.877, -5.766, 1.878)
C (-7.664, -5.137, 0.651)
C (-6.434, -4.538, 0.380)
C (-5.415, -4.575, 1.331)
H (-4.831, -5.241, 3.296)
H (-7.026, -6.288, 3.787)
H (-8.837, -6.230, 2.091)
H (-8.456, -5.113, -0.092)
H (-6.269, -4.042, -0.573)
H (-4.456, -4.109, 1.119)
C (-5.160, -7.797, -0.817)
C (-5.761, -7.647, -2.066)
C (-5.442, -8.523, -3.104)
C (-4.518, -9.546, -2.893)
C (-3.910, -9.691, -1.646)
C (-4.231, -8.817, -0.608)
H (-5.413, -7.119, -0.007)
H (-6.479, -6.848, -2.231)
H (-5.913, -8.408, -4.077)
H (-4.271, -10.230, -3.701)
H (-3.185, -10.485, -1.484)
H (-3.759, -8.931, 0.365)
C (5.440, 10.927, -1.329)
C (6.396, 10.187, -0.633)
C (6.316, 10.074, 0.755)
C (5.283, 10.705, 1.448)
C (4.333, 11.453, 0.753)
C (4.410, 11.563, -0.635)
H (5.499, 11.009, -2.411)
H (7.202, 9.696, -1.173)
H (7.059, 9.494, 1.297)
H (5.220, 10.616, 2.529)
H (3.532, 11.951, 1.293)
H (3.669, 12.144, -1.177)
C (-9.586, -4.365, -2.981)
C (-10.732, -4.840, -3.618)
C (-11.681, -3.944, -4.109)
C (-11.485, -2.571, -3.959)
C (-10.343, -2.096, -3.314)
C (-9.393, -2.992, -2.827)
H (-8.844, -5.064, -2.605)
H (-10.886, -5.911, -3.732)
H (-12.572, -4.314, -4.608)
H (-12.223, -1.872, -4.344)
H (-10.194, -1.026, -3.192)
H (-8.502, -2.622, -2.326)

Results
Net charge = 0
Energy = -82604.991 eV
Largest force on an atom = 8.9 eV/Å
SMILES = CCCOC[C@@]1(P(C)O)[C@H](CC(=O)OC(C)=O)NC(=O)[C@H]1CC(=O)N(C)C.c1ccccc1.c1ccccc1.c1ccccc1.c1ccccc1.c1ccccc1.c1ccccc1
Kohn-Sham gap = 8.466 eV

Results of the Mulliken charge analysis, in e, for atoms 1 through 99:
1 C -0.977
2 C -0.354
3 C -0.233
4 O -0.321
5 C -1.292
6 C 1.106
7 P 0.305
8 C -0.987
9 O -0.509
10 C -0.343
11 C -0.741
12 C 0.575
13 O -0.484
14 O -0.273
15 C 0.589
16 C -0.880
17 O -0.413
18 N -0.266
19 C -0.134
20 O -0.528
21 C -0.035
22 C -0.210
23 C 0.006
24 O -0.624
25 N -0.076
26 C -0.606
27 C -0.571
28 H 0.293
29 H 0.236
30 H 0.305
31 H 0.288
32 H 0.242
33 H 0.148
34 H 0.245
35 H 0.444
36 H 0.443
37 H 0.445
38 H 0.292
39 H 0.195
40 H 0.315
41 H 0.425
42 H 0.271
43 H 0.395
44 H 0.224
45 H 0.336
46 H 0.235
47 H 0.408
48 H 0.183
49 H 0.349
50 H 0.047
51 H 0.315
52 H 0.269
53 H 0.194
54 H 0.168
55 H 0.205
56 H 0.302
57 C -0.382
58 C -0.377
59 C -0.039
60 C -0.613
61 C -0.334
62 C -0.499
63 H 0.363
64 H 0.341
65 H 0.302
66 H 0.428
67 H 0.440
68 H 0.366
69 C -0.269
70 C -0.653
71 C -0.500
72 C -0.056
73 C -0.454
74 C -0.671
75 H 0.460
76 H 0.426
77 H 0.417
78 H 0.527
79 H 0.447
80 H 0.404
81 C -0.545
82 C -0.391
83 C -0.519
84 C -0.128
85 C -0.485
86 C -0.497
87 H 0.433
88 H 0.352
89 H 0.386
90 H 0.301
91 H 0.421
92 H 0.618
93 C 0.025
94 C -0.266
95 C -0.462
96 C -0.385
97 C -0.371
98 C -0.519
99 H 0.144



Q: Look up the net charge of the second one.
A: 0